# 1
Entry from the OMol25 dataset: C48H58CrGeN3O4PS as an isolated structure (ωB97M-V/def2-TZVPD).

Geometry as XYZ:
```
117
Properties=species:S:1:pos:R:3:forces:R:3:mulliken_charge:R:1
Cr -0.290 0.275 -1.360 -0.3 0.0 -0.2 -0.097
O -1.061 -1.878 -4.887 0.0 0.0 0.0 -0.725
C -0.980 -1.713 -3.681 0.1 0.1 -0.1 -0.074
O -0.727 -0.576 -3.120 0.0 -0.2 0.3 0.345
C -1.165 -2.910 -2.755 0.0 0.0 0.0 -1.128
P -1.403 -2.387 -1.018 -0.2 0.0 -0.1 2.067
C -1.181 -3.969 -0.120 0.0 0.1 0.1 0.050
C -1.145 -5.210 -0.753 0.0 0.0 0.0 -0.993
C -0.974 -6.375 -0.018 0.0 0.0 0.0 -0.661
C -0.849 -6.321 1.362 0.0 0.0 0.0 -0.788
C -0.892 -5.092 2.005 0.0 0.0 0.0 -0.571
C -1.048 -3.929 1.266 0.0 0.0 0.0 0.175
C -3.224 -2.149 -0.944 0.0 0.0 0.0 0.374
C -3.813 -1.300 -1.884 0.0 0.0 0.0 -0.457
C -5.164 -0.998 -1.815 0.0 0.0 0.0 -0.524
C -5.947 -1.526 -0.797 0.0 0.0 0.0 -0.749
C -5.369 -2.363 0.146 0.0 0.0 0.0 -0.773
C -4.018 -2.673 0.073 0.0 0.0 0.0 -0.293
H -0.231 -3.479 -2.799 0.0 0.0 0.0 0.566
H -1.965 -3.541 -3.140 0.0 0.0 0.0 0.598
H -1.251 -5.284 -1.827 0.0 0.0 0.0 0.359
H -0.939 -7.329 -0.531 0.0 0.0 0.0 0.423
H -0.719 -7.232 1.933 0.0 0.0 0.0 0.374
H -0.793 -5.035 3.082 0.0 0.0 0.0 0.501
H -1.054 -2.974 1.769 0.0 0.0 0.0 -0.070
H -3.212 -0.853 -2.667 0.0 0.0 0.0 -0.138
H -5.601 -0.338 -2.554 0.0 0.0 0.0 0.468
H -7.000 -1.282 -0.736 0.0 0.0 0.0 0.382
H -5.970 -2.778 0.945 0.0 0.0 0.0 0.420
H -3.584 -3.334 0.814 0.0 0.0 0.0 0.403
C 7.089 0.827 2.517 0.0 0.0 0.0 -1.461
C 5.899 1.559 1.956 0.0 0.0 0.0 0.997
C 4.663 0.920 1.854 0.0 0.0 0.0 -1.203
C 3.557 1.586 1.361 0.0 0.0 -0.1 0.590
C 3.676 2.912 0.955 0.0 0.0 0.0 -0.246
C 4.896 3.559 1.035 0.0 0.0 0.0 -0.761
C 6.000 2.879 1.537 0.0 0.0 0.0 -0.843
S 2.247 3.768 0.323 0.1 -0.1 0.0 1.242
O 1.378 4.023 1.447 0.0 -0.1 0.1 -0.639
O 2.754 4.944 -0.358 0.0 0.0 -0.1 -0.806
N 1.562 2.666 -0.584 -0.4 0.2 -0.1 -0.030
C 1.761 2.510 -1.899 0.1 -0.1 0.1 -0.078
C 2.681 3.242 -2.707 -0.1 0.0 0.1 -0.947
C 2.782 2.998 -4.044 0.0 0.0 0.0 -0.593
C 1.973 2.020 -4.635 0.0 0.0 0.0 -1.380
C 1.124 1.326 -3.819 0.0 -0.1 0.0 -0.900
N 1.014 1.524 -2.484 0.1 0.0 0.0 1.147
H 7.173 -0.174 2.091 0.0 0.0 0.0 0.339
H 7.000 0.714 3.600 0.0 0.0 0.0 0.297
H 8.016 1.364 2.313 0.0 0.0 0.0 0.368
H 4.567 -0.119 2.151 0.0 0.0 0.0 0.530
H 2.608 1.083 1.255 0.0 0.0 0.0 0.178
H 4.974 4.583 0.695 0.0 0.0 0.0 0.498
H 6.959 3.383 1.595 0.0 0.0 0.0 0.328
H 3.271 4.008 -2.235 0.0 0.0 0.0 0.555
H 3.483 3.569 -4.641 0.0 0.0 0.0 0.402
H 2.003 1.798 -5.691 0.0 0.0 0.0 0.529
H 0.491 0.551 -4.221 0.0 0.0 0.0 0.623
C -1.384 3.944 -3.828 0.0 0.0 0.0 -1.166
Ge -2.432 2.356 -3.335 0.0 0.1 0.0 0.684
C -4.243 3.052 -2.951 0.0 0.0 0.0 -1.384
C -2.654 1.219 -4.912 0.0 -0.1 0.0 -1.213
C -1.815 1.626 -1.636 0.1 -0.1 0.1 -0.739
H -1.676 4.284 -4.823 0.0 0.0 0.0 0.458
H -0.310 3.759 -3.827 0.0 0.0 0.0 0.268
H -1.592 4.743 -3.114 0.0 0.0 0.0 0.341
H -4.627 3.629 -3.794 0.0 0.0 0.0 0.421
H -4.210 3.701 -2.074 0.0 0.0 0.0 0.383
H -4.942 2.239 -2.743 0.0 0.0 0.0 0.291
H -2.944 1.863 -5.746 0.0 0.0 0.0 0.490
H -3.452 0.491 -4.753 0.0 0.0 0.0 0.347
H -1.759 0.663 -5.177 0.0 0.0 0.0 0.330
H -2.720 1.274 -1.129 0.0 -0.1 0.1 0.678
H -1.474 2.511 -1.086 0.0 -0.1 0.0 1.082
C 2.558 -3.635 2.871 0.0 0.0 0.0 -2.066
C 2.268 -2.762 1.678 0.0 0.0 0.0 1.368
C 2.877 -3.042 0.455 0.0 0.0 0.0 -1.211
C 2.594 -2.242 -0.642 0.0 -0.1 0.0 0.597
C 3.251 -2.477 -1.975 0.0 0.0 0.0 -1.561
C 1.701 -1.190 -0.497 0.0 0.1 -0.1 0.529
C 1.010 -0.890 0.704 0.1 0.0 0.0 1.699
C 1.367 -1.719 1.803 0.0 0.0 0.0 -1.136
N 0.080 0.106 0.653 0.1 0.1 0.0 -0.013
C -0.564 0.614 1.881 0.0 0.1 0.0 1.252
C -1.562 -0.390 2.494 0.0 0.0 0.0 -0.615
C -2.270 0.215 3.713 0.0 0.0 0.0 0.195
C -3.056 1.459 3.295 0.0 0.0 0.0 -1.541
C -2.084 2.481 2.702 0.0 0.0 0.0 0.130
C -1.050 2.888 3.752 0.0 0.0 0.0 -1.382
C -0.268 1.645 4.176 0.0 0.0 0.0 0.095
C -1.226 0.605 4.764 0.0 0.0 0.0 -1.359
C 0.449 1.060 2.955 0.0 -0.1 0.0 -0.865
C -1.376 1.856 1.499 0.0 0.1 0.0 -1.869
H 3.619 -3.885 2.931 0.0 0.0 0.0 0.464
H 2.004 -4.574 2.797 0.0 0.0 0.0 0.290
H 2.267 -3.146 3.801 0.0 0.0 0.0 0.400
H 3.582 -3.861 0.368 0.0 0.0 0.0 0.374
H 4.082 -3.177 -1.885 0.0 0.0 0.0 0.464
H 3.631 -1.542 -2.392 0.0 0.0 0.0 0.303
H 2.541 -2.888 -2.697 0.0 0.0 0.0 0.196
H 1.646 -0.512 -1.352 0.2 0.1 0.0 -0.115
H 0.933 -1.557 2.776 -0.1 0.0 0.0 0.097
H -1.063 -1.305 2.812 0.1 0.0 0.0 0.063
H -2.299 -0.662 1.728 0.0 0.0 0.0 -0.007
H -2.953 -0.532 4.132 0.0 0.0 0.0 0.306
H -3.579 1.883 4.159 0.0 0.0 0.0 0.599
H -3.812 1.188 2.550 0.0 0.0 0.0 0.496
H -2.636 3.364 2.365 0.0 0.0 0.0 0.352
H -1.543 3.346 4.618 0.0 0.0 0.0 0.640
H -0.362 3.623 3.327 0.0 0.0 0.0 0.525
H 0.480 1.922 4.925 0.0 0.0 0.0 0.395
H -1.726 1.013 5.650 0.0 0.0 0.0 0.563
H -0.667 -0.282 5.085 0.0 0.0 0.0 0.546
H 1.076 0.231 3.283 0.0 0.1 0.0 0.599
H 1.102 1.813 2.518 0.0 0.1 0.0 -0.226
H -0.699 2.577 1.034 0.0 0.0 0.0 0.098
H -2.122 1.561 0.763 0.0 0.0 0.0 -0.141
```
Forces are in eV/Å.

The calculation puts the largest force on an atom at 0.42 eV Å⁻¹. Its charge is -1. Its expectation value of S² is 3.834. Its energy above the lowest of the compared OMol25 structures with the same formula, charge and spin is 0.0 kJ/mol. As for the spin multiplicity: 4. The HOMO energy (spin up / spin down) comes out at -0.1712 / -0.1775 Eh.



# 2
Entry from the OMol25 dataset: a single C20H25BrN2O3 molecule (ωB97M-V/def2-TZVPD).

Geometry as XYZ:
```
51
Properties=species:S:1:pos:R:3:forces:R:3:mulliken_charge:R:1
C 2.767 -2.311 -5.892 0.0 0.2 0.2 -1.274
C 2.289 -1.679 -4.591 -0.2 -0.2 -0.2 -0.202
C 0.775 -1.781 -4.437 0.2 0.1 0.1 -0.774
N 0.371 -1.286 -3.138 0.0 0.4 -0.1 -0.074
H 0.693 -0.330 -3.010 0.0 -0.1 0.0 0.211
C -1.056 -1.367 -2.889 0.0 0.1 -0.1 -1.408
C -1.332 -1.017 -1.455 0.1 -0.2 0.1 0.129
C -0.811 -1.778 -0.423 0.0 0.0 -0.2 -0.773
C -1.039 -1.458 0.909 -0.1 0.1 0.1 -0.143
C -1.810 -0.357 1.229 -0.1 0.1 -0.3 1.291
C -2.336 0.450 0.196 0.1 -0.1 0.2 0.550
C -2.086 0.104 -1.121 -0.1 0.1 0.2 -0.643
H -2.485 0.705 -1.924 -0.1 0.1 -0.1 0.358
O -3.054 1.527 0.605 0.1 -0.1 0.2 -0.425
C -3.674 2.346 -0.367 -0.2 0.3 -0.2 -0.362
C -4.457 3.420 0.371 0.3 -0.4 -0.1 -1.464
H -5.202 2.958 1.013 -0.1 0.0 0.1 0.331
H -3.787 4.010 0.989 0.0 0.1 0.1 0.329
H -4.953 4.072 -0.342 -0.1 0.1 -0.1 0.420
H -4.349 1.745 -0.992 0.1 0.0 0.0 0.402
H -2.913 2.807 -1.013 -0.1 -0.1 0.0 0.380
O -2.116 0.044 2.500 -0.1 0.2 -0.1 -0.524
C -1.717 -0.779 3.571 0.0 -0.3 0.2 -0.706
C -0.207 -0.733 3.862 -0.5 0.1 -0.2 0.654
O 0.360 -1.655 4.404 0.1 -0.2 0.1 -0.652
N 0.344 0.438 3.468 -0.2 0.4 -0.2 0.014
C 1.671 0.871 3.561 0.3 0.0 0.1 0.647
C 1.971 2.142 3.077 0.0 -0.1 0.0 -0.457
C 3.264 2.626 3.147 0.0 0.0 0.0 -0.555
C 4.268 1.848 3.698 0.1 0.0 0.0 -0.505
C 3.970 0.583 4.176 0.0 0.1 -0.1 -0.568
C 2.680 0.088 4.112 -0.1 -0.2 0.1 -0.412
H 2.449 -0.895 4.485 0.0 0.0 0.0 0.478
H 4.749 -0.029 4.605 0.1 -0.1 0.0 0.369
H 5.278 2.227 3.754 0.1 0.0 0.0 0.376
H 3.486 3.613 2.771 0.0 0.1 0.0 0.367
H 1.186 2.749 2.646 -0.1 0.1 0.0 0.351
H -0.295 1.098 3.038 0.1 -0.2 0.1 0.101
H -2.022 -1.821 3.427 0.1 0.1 0.0 0.395
H -2.241 -0.385 4.448 0.1 -0.1 -0.1 0.371
H -0.605 -2.079 1.677 0.0 -0.1 0.1 0.476
Br 0.233 -3.314 -0.797 -0.1 -0.2 0.2 -0.182
H -1.357 -2.405 -3.076 0.0 0.1 0.0 0.500
H -1.653 -0.719 -3.556 0.0 -0.1 0.1 0.395
H 0.475 -2.832 -4.491 0.0 0.0 -0.1 0.308
H 0.278 -1.245 -5.267 0.0 -0.1 0.0 0.281
H 2.753 -2.180 -3.741 0.0 0.1 0.1 0.282
H 2.585 -0.627 -4.564 0.0 0.0 0.1 0.310
H 2.304 -1.824 -6.748 0.0 0.0 -0.1 0.327
H 3.846 -2.219 -5.986 0.1 0.0 -0.1 0.368
H 2.509 -3.367 -5.918 0.0 -0.1 -0.1 0.332
```
Forces are in eV/Å.

The calculation puts the largest force on an atom at 0.57 eV Å⁻¹. Its charge is 0. Its energy above the lowest of the compared OMol25 structures with the same formula, charge and spin is 15.1 kJ/mol. As for the spin multiplicity: 1. The HOMO energy comes out at -0.3013 Eh.



# 3
Entry from the OMol25 dataset: C5H13NS as an isolated structure (ωB97M-V/def2-TZVPD).

Geometry as XYZ:
```
20
Properties=species:S:1:pos:R:3:forces:R:3:mulliken_charge:R:1
C 2.807 -1.476 -0.355 0.5 2.6 -1.5 -0.485
C -1.491 1.079 -0.674 1.0 1.7 3.0 -1.562
C -0.960 -1.249 -0.211 -0.4 0.8 6.4 -1.607
C 0.055 0.757 1.114 1.8 -1.6 3.0 -0.813
C -1.157 0.129 0.483 2.6 -0.2 -3.8 0.345
N 1.782 1.688 -0.693 -0.4 -0.3 0.1 -0.680
S 1.680 0.491 0.328 1.4 0.8 -0.6 0.280
H 2.029 -2.184 -0.105 -0.7 -0.3 -0.4 0.181
H 2.769 -1.104 -1.522 -0.5 -1.1 2.6 0.169
H -0.648 1.143 -1.262 1.8 -0.1 -1.7 0.426
H -1.522 2.127 -0.282 -1.0 -0.7 -0.5 0.388
H -2.272 0.702 -1.212 -2.4 -0.3 -1.4 0.478
H -1.785 -1.439 -0.745 -3.1 -1.1 -1.9 0.573
H -0.152 -1.279 -0.784 3.5 0.2 -2.7 0.409
H -0.778 -1.984 0.600 -0.4 -0.1 -0.6 0.339
H 0.374 0.488 2.215 -1.2 0.0 -1.8 0.395
H -0.176 1.791 1.145 0.6 1.3 0.0 0.365
H -1.911 0.198 1.158 -2.3 -0.5 2.2 0.402
H 2.576 1.572 -1.314 0.0 -0.3 -0.1 0.234
H 2.494 0.886 1.421 -0.9 -0.8 -0.3 0.163
```
Forces are in eV/Å.

The calculation puts the largest force on an atom at 6.50 eV Å⁻¹. Its charge is 0. Its energy above the lowest of the compared OMol25 structures with the same formula, charge and spin is 729.0 kJ/mol. As for the spin multiplicity: 1. The HOMO energy comes out at -0.3042 Eh.



# 4
Entry from the OMol25 dataset: an isolated ion of composition CH2N3O3 and charge -1 (ωB97M-V/def2-TZVPD).

Geometry as XYZ:
```
9
Properties=species:S:1:pos:R:3:forces:R:3:mulliken_charge:R:1
C -1.217 -0.361 0.160 0.0 1.5 -0.9 0.610
N -2.164 -0.664 -0.726 -2.4 0.6 1.1 -0.579
N 0.019 -1.001 -0.238 0.0 0.2 -0.8 -0.567
N -3.655 -0.109 -0.174 5.4 -3.6 -1.5 0.954
O -3.949 0.997 -0.390 -1.3 2.8 -0.2 -0.570
O -1.198 0.488 1.072 0.0 -0.9 0.3 -0.733
O -4.309 -1.033 0.200 -1.6 -0.3 0.9 -0.608
H -0.069 -1.261 -1.257 0.4 0.5 1.6 0.268
H 0.764 -0.309 -0.057 -0.5 -0.6 -0.4 0.225
```
Forces are in eV/Å.

The calculation puts the largest force on an atom at 6.65 eV Å⁻¹. Its charge is -1. Its energy above the lowest of the compared OMol25 structures with the same formula, charge and spin is 248.3 kJ/mol. As for the spin multiplicity: 1. The HOMO energy comes out at -0.1513 Eh.



# 5
Entry from the OMol25 dataset: C33H47GeN4PtSi3 as an isolated structure (ωB97M-V/def2-TZVPD).

Geometry as XYZ:
```
89
Properties=species:S:1:pos:R:3:forces:R:3:mulliken_charge:R:1
Pt -0.003 0.798 0.063 0.2 0.0 0.4 -0.475
C -2.197 0.621 3.807 0.0 -0.2 -0.1 -1.479
C -1.487 0.240 2.657 -0.2 -0.1 0.1 0.601
N -0.840 1.095 1.909 0.1 0.3 0.0 1.089
C -0.829 2.436 2.263 0.0 -0.2 -0.1 -0.280
C -1.544 2.893 3.378 0.0 0.0 0.0 1.253
C -2.239 1.934 4.152 0.0 0.2 0.1 -1.089
C -1.557 4.279 3.672 0.0 -0.1 0.1 -0.841
C -0.878 5.139 2.864 0.1 0.0 -0.2 -1.141
C -0.131 4.683 1.756 -0.1 0.3 0.2 -0.747
C -0.073 3.344 1.452 0.1 -0.3 -0.2 0.901
N 0.580 2.730 0.415 0.1 0.1 -0.1 0.252
C 1.504 3.205 -0.471 -0.2 -0.3 0.0 -0.100
C 2.258 4.357 -0.400 0.2 0.2 -0.1 -0.886
C 3.119 4.724 -1.457 -0.1 0.0 0.2 -0.960
C 3.227 3.979 -2.593 0.0 -0.1 -0.1 -1.029
C 2.501 2.768 -2.693 0.0 0.0 0.0 1.636
C 2.509 1.950 -3.848 0.1 0.2 0.0 -1.204
C 1.774 0.807 -3.884 -0.1 -0.2 0.1 -1.049
C 1.057 0.419 -2.739 0.1 -0.1 -0.2 0.950
N 1.043 1.141 -1.648 -0.1 0.3 0.1 1.313
C 1.706 2.354 -1.614 -0.1 0.0 0.0 -0.026
H -2.716 -0.136 4.379 0.0 0.0 0.0 0.575
H -1.464 -0.784 2.328 -0.1 0.0 0.0 -0.217
H -2.801 2.264 5.018 0.0 0.0 0.0 0.427
H -2.114 4.633 4.529 0.0 0.0 0.0 0.420
H -0.908 6.202 3.071 0.0 0.0 0.0 0.392
H 0.371 5.399 1.123 0.0 0.0 0.1 0.453
H 2.195 4.981 0.478 0.1 0.0 -0.1 0.652
H 3.691 5.639 -1.367 0.0 0.0 0.0 0.390
H 3.854 4.295 -3.417 0.0 0.0 0.0 0.445
H 3.094 2.257 -4.707 0.0 0.0 0.0 0.420
H 1.752 0.174 -4.760 0.0 0.0 0.0 0.519
H 0.504 -0.507 -2.707 0.0 0.1 0.0 -1.216
C -1.461 3.369 -1.924 0.0 0.0 0.1 -1.119
C -2.332 2.492 -1.079 0.0 -0.2 0.0 0.583
C -3.600 2.788 -0.656 -0.2 0.0 0.1 -1.064
C -4.116 1.626 -0.016 -0.2 0.3 0.0 -1.272
C -3.142 0.669 -0.078 0.3 -0.2 -0.2 -0.023
C -3.260 -0.772 0.308 -0.1 0.1 -0.1 -0.392
N -2.036 1.178 -0.738 0.0 0.2 -0.2 0.345
H -2.079 3.925 -2.630 0.0 0.0 0.0 0.527
H -0.759 2.781 -2.510 0.1 0.0 -0.1 0.133
H -0.896 4.101 -1.344 0.1 0.0 0.0 0.097
H -4.115 3.720 -0.841 0.0 0.0 0.0 0.518
H -5.108 1.483 0.387 0.0 0.0 0.0 0.522
H -3.998 -1.286 -0.313 0.0 0.0 0.0 0.522
H -3.577 -0.897 1.345 0.0 0.0 0.0 0.361
H -2.309 -1.285 0.176 0.0 0.0 0.0 -0.718
C 0.322 -4.829 1.646 0.1 -0.1 -0.1 -1.254
Si -0.368 -3.088 1.819 0.0 0.1 0.0 1.318
C -2.229 -3.326 2.052 -0.1 0.0 0.0 -1.252
C 0.333 -2.354 3.418 0.0 0.0 0.1 -1.374
Ge 0.260 -1.670 -0.031 0.0 -0.2 -0.2 -0.174
Si 2.653 -1.914 0.073 -0.1 0.1 0.1 0.841
C 3.241 -1.031 1.623 0.0 0.0 0.1 -1.128
C 3.162 -3.725 0.146 0.1 -0.1 0.0 -1.239
C 3.637 -1.156 -1.338 -0.1 0.1 -0.1 -1.063
Si -0.528 -2.781 -2.029 0.2 -0.1 0.1 1.168
C -1.740 -1.702 -2.970 -0.1 0.2 0.0 -0.949
C -1.344 -4.430 -1.653 -0.1 -0.1 0.0 -1.349
C 0.907 -3.218 -3.183 0.1 0.0 0.0 -1.076
H -0.315 -5.520 2.204 0.0 0.0 0.0 0.392
H 1.333 -4.901 2.047 0.0 0.0 0.0 0.331
H 0.353 -5.170 0.612 0.0 0.0 0.0 0.211
H -2.392 -4.227 2.651 0.0 0.0 0.0 0.559
H -2.745 -3.459 1.100 0.0 0.0 0.0 0.181
H -2.722 -2.501 2.567 0.0 0.0 0.0 0.265
H -0.362 -2.469 4.254 0.0 0.0 0.0 0.440
H 0.558 -1.291 3.312 0.0 -0.1 0.1 0.301
H 1.264 -2.858 3.690 0.0 0.0 0.0 0.417
H 2.925 -1.550 2.530 0.0 0.0 0.0 0.284
H 2.823 -0.020 1.659 0.0 0.0 0.0 0.161
H 4.332 -0.946 1.641 0.0 0.0 0.0 0.452
H 3.198 -4.088 1.174 0.0 0.0 0.0 0.329
H 4.157 -3.852 -0.289 0.0 0.0 0.0 0.451
H 2.472 -4.365 -0.407 0.0 0.0 0.0 0.259
H 3.551 -0.068 -1.351 0.0 0.0 0.0 0.143
H 3.341 -1.536 -2.318 0.0 0.0 0.0 0.268
H 4.692 -1.400 -1.187 0.0 0.0 0.0 0.512
H -2.764 -2.042 -2.800 0.0 0.0 0.0 0.352
H -1.549 -1.748 -4.046 0.0 0.0 0.0 0.501
H -1.692 -0.657 -2.651 -0.1 0.0 0.0 -0.015
H -2.086 -4.368 -0.856 0.0 0.0 0.0 0.247
H -0.600 -5.175 -1.363 0.0 0.0 0.0 0.317
H -1.848 -4.799 -2.552 0.0 0.0 0.0 0.417
H 1.189 -2.395 -3.846 0.0 0.0 0.0 0.215
H 0.611 -4.058 -3.817 0.0 0.0 0.0 0.468
H 1.796 -3.519 -2.625 0.0 0.0 0.0 0.103
```
Forces are in eV/Å.

The calculation puts the largest force on an atom at 0.44 eV Å⁻¹. Its charge is 0. Its expectation value of S² is 0.757. Its energy above the lowest of the compared OMol25 structures with the same formula, charge and spin is 26.9 kJ/mol. As for the spin multiplicity: 2. The HOMO energy (spin up / spin down) comes out at -0.2486 / -0.2484 Eh.



# 6
Entry from the OMol25 dataset: an isolated ion of composition C5H11N2O2 and charge +1 (ωB97M-V/def2-TZVPD).

Geometry as XYZ:
```
20
Properties=species:S:1:pos:R:3:forces:R:3:mulliken_charge:R:1
C 3.920 0.516 0.059 0.2 2.2 -0.1 -0.171
C -1.793 0.001 1.322 0.8 2.1 -0.7 -1.406
C -1.338 1.344 -0.748 -0.4 -1.1 -0.5 -1.464
C -0.817 -1.229 -0.651 0.6 0.2 -0.8 -0.714
C -0.880 0.139 0.062 -0.6 0.0 0.6 1.263
N 2.690 0.324 0.126 -3.5 0.7 1.4 -0.154
N 1.495 0.179 -0.041 0.5 -0.4 -2.6 0.184
O 0.163 -2.113 -0.028 -1.5 -0.4 -1.5 -0.504
O 0.458 0.609 0.624 2.5 -0.5 1.2 -0.095
H 4.319 1.552 -0.238 -0.6 -1.8 0.0 0.268
H 4.523 -0.244 0.477 0.9 -0.6 0.3 0.295
H -1.639 -0.906 1.790 0.6 -2.1 0.9 0.460
H -2.834 -0.069 0.917 0.7 0.9 0.8 0.382
H -1.489 0.779 2.109 -1.2 -0.7 -1.4 0.341
H -2.382 1.137 -1.048 0.3 0.5 0.3 0.361
H -1.239 2.237 -0.109 -0.2 -0.2 -0.6 0.374
H -0.796 1.388 -1.696 0.3 0.4 0.2 0.421
H -0.623 -1.203 -1.768 -0.1 0.4 1.3 0.414
H -1.870 -1.535 -0.528 0.4 -0.6 -0.1 0.388
H 0.133 -2.907 -0.632 0.3 1.0 1.2 0.355
```
Forces are in eV/Å.

The calculation puts the largest force on an atom at 3.84 eV Å⁻¹. Its charge is +1. Its energy above the lowest of the compared OMol25 structures with the same formula, charge and spin is 556.1 kJ/mol. As for the spin multiplicity: 1. The HOMO energy comes out at -0.5275 Eh.